# 1
Molecular formula: C11H15N
Method: DFT, ωB97M-V/def2-TZVPD

**Total charge**: 0
**SMILES**: Cc1c[nH]c2ccccc12.CC
**Kohn-Sham gap**: 8.731 eV
**Max |F|**: 1.69 eV/Å
**HOMO level**: -0.2896 Ha
**Energy above the lowest of the compared OMol25 structures with the same formula, charge and spin**: 0.816 eV

Cartesian coordinates (Å):
N  -1.2810  -0.2633  -0.5882
C  0.5313  -1.5751  -0.8353
C  -0.3546  -0.6941  -1.4944
C  1.0529  -0.6527  -3.4073
C  0.7074  -2.4756  1.6041
C  1.6714  -2.0039  -1.5062
C  -0.9394  -0.7437  0.6692
C  1.9909  -1.4687  -2.7372
C  -1.3547  3.6477  1.7295
C  -0.0700  -0.1881  -2.7718
C  0.1227  -1.5757  0.5536
C  -0.8250  2.2833  2.2480
H  -1.2964  1.4488  1.7572
H  2.4564  -2.5578  -1.0006
H  -1.3101  -0.2869  1.5584
H  0.2240  -2.2733  2.5554
H  -2.1933  4.0099  2.3204
H  0.2623  2.2942  2.1258
H  -1.7616  3.4892  0.7277
H  2.8359  -1.7938  -3.3297
H  -1.9143  0.5030  -0.7293
H  -0.8443  0.4594  -3.1716
H  0.5121  -3.5071  1.3331
H  -0.8942  2.1869  3.3263
H  -0.5157  4.3289  1.6956
H  1.7876  -2.3606  1.7032
H  1.4000  -0.2308  -4.3359

natural (NBO) analysis output, partial charges in e: N -0.531; C -0.101; C 0.148; C -0.213; C -0.625; C -0.194; C -0.043; C -0.237; C -0.608; C -0.240; C -0.065; C -0.605; H 0.189; H 0.210; H 0.210; H 0.215; H 0.205; H 0.209; H 0.197; H 0.211; H 0.405; H 0.209; H 0.218; H 0.204; H 0.209; H 0.213; H 0.210

---

# 2
Molecular formula: C11H15N
Method: DFT, ωB97M-V/def2-TZVPD

**Total charge**: 0
**SMILES**: Cc1c[nH]c2ccccc12.CC
**Kohn-Sham gap**: 8.739 eV
**Max |F|**: 1.21 eV/Å
**HOMO level**: -0.2862 Ha
**Energy above the lowest of the compared OMol25 structures with the same formula, charge and spin**: 0.244 eV

Cartesian coordinates (Å):
N  -2.1061  0.5851  2.9751
C  -0.5142  -1.3610  2.9730
C  1.8020  -0.6596  -4.0589
C  0.7387  -1.5362  0.9216
C  -1.0920  -0.1901  2.4808
C  -0.7396  0.3316  1.2240
C  -1.5782  2.4029  -0.1950
C  0.1638  -0.3887  0.4335
C  0.4181  -2.0139  2.2073
C  -1.5458  1.4962  1.0008
C  -2.3607  1.6030  2.0883
C  2.4681  -0.5499  -2.6820
H  2.4768  -1.5422  -2.2294
H  3.5237  -0.3227  -2.8057
H  -2.5379  0.5449  3.8795
H  -2.3869  2.1594  -0.8837
H  -3.0388  2.3977  2.3554
H  1.5221  0.3112  -4.4731
H  -1.7689  3.4259  0.1303
H  -0.6397  2.3493  -0.7508
H  2.4378  -1.1721  -4.7793
H  1.4225  -2.1131  0.3136
H  0.8996  -2.9339  2.5114
H  -0.7876  -1.7149  3.9660
H  1.9257  0.1386  -2.0472
H  0.8778  -1.2405  -4.0105
H  0.4199  -0.0069  -0.5451

natural (NBO) analysis output, partial charges in e: N -0.523; C -0.239; C -0.605; C -0.227; C 0.124; C -0.033; C -0.624; C -0.218; C -0.220; C -0.111; C -0.031; C -0.605; H 0.201; H 0.206; H 0.409; H 0.216; H 0.207; H 0.200; H 0.217; H 0.215; H 0.202; H 0.209; H 0.213; H 0.210; H 0.202; H 0.201; H 0.205